(a)
24
Properties=species:S:1:pos:R:3 method="wB97M-V/def2-TZVPD" s_squared=2.01 charge=+1 e_homo_ev="-8.4 / -14.4" gap_ev="5.491 / 9.020" e_lumo_ev="-2.930 / -5.383" multiplicity=3
C -1.017 0.690 0.094
C -1.117 -0.489 0.711
C 0.433 1.336 0.088
C 2.679 0.171 0.330
C 1.832 -0.875 -0.095
C -1.911 1.384 -0.841
C -2.322 -1.413 0.786
N 1.609 -1.091 -1.376
N 1.337 0.390 0.751
H 0.687 1.348 -0.949
H 0.340 2.430 0.524
H 3.328 0.059 1.197
H 3.135 0.817 -0.441
H 1.744 -1.826 0.603
H -1.424 2.160 -1.296
H -2.698 1.878 -0.227
H -2.427 0.707 -1.604
H -3.254 -0.983 0.374
H -2.598 -1.874 1.802
H -1.954 -2.216 0.058
H 1.186 -1.956 -1.675
H 1.534 -0.225 -1.999
H 1.231 0.411 1.751
H -0.353 -0.834 1.434

(b)
24
Properties=species:S:1:pos:R:3 method="wB97M-V/def2-TZVPD" s_squared=2.04 charge=+1 e_homo_ev="-11.2 / -13.1" gap_ev="8.429 / 6.384" e_lumo_ev="-2.762 / -6.682" multiplicity=3
C 1.397 -0.700 -1.734
C 2.538 -0.983 -0.862
C 0.257 0.124 -1.420
C 2.662 -0.620 0.410
C 0.382 1.099 -0.297
C -0.724 1.599 0.228
C -2.130 1.100 0.068
N -0.647 2.731 1.010
N -1.371 -2.720 1.288
H 1.528 -1.078 -2.796
H 3.365 -1.414 -1.325
H 0.023 0.870 -2.093
H -0.735 -0.422 -1.249
H 3.444 -1.007 0.938
H 1.791 -0.242 0.986
H 1.338 1.507 -0.103
H -2.221 0.188 0.552
H -2.408 0.961 -0.900
H -2.917 1.757 0.379
H 0.286 2.976 1.393
H -1.373 3.283 1.336
H -2.337 -2.700 1.117
H -1.228 -2.854 2.256
H -0.921 -3.455 0.820

Which structure wins on stability? (b) wins.

(a)
43
Properties=species:S:1:pos:R:3 method="wB97M-V/def2-TZVPD" charge=0 e_homo_ev=-9.1 gap_ev=9.555 e_lumo_ev=0.453 smiles="NS(=O)(=O)c1ccc(NC(=O)COC(=O)C2CCCCC2)cc1"
N 5.211 1.308 -1.642
S 5.184 0.910 -0.003
O 5.242 2.133 0.743
O 6.170 -0.105 0.224
C 3.556 0.208 0.133
C 3.362 -1.125 -0.168
C 2.093 -1.670 -0.096
C 1.019 -0.864 0.283
N -0.284 -1.347 0.375
C -0.761 -2.591 0.108
O -0.111 -3.541 -0.254
C -2.274 -2.707 0.320
O -2.882 -1.470 0.670
C -3.770 -0.935 -0.199
O -4.094 -1.465 -1.224
C -4.239 0.414 0.290
C -5.739 0.581 0.041
C -6.199 1.975 0.454
C -5.417 3.045 -0.303
C -3.921 2.883 -0.053
C -3.457 1.493 -0.475
C 1.233 0.482 0.589
C 2.503 1.018 0.512
H 5.896 0.768 -2.145
H 5.348 2.296 -1.782
H 4.213 -1.727 -0.443
H 1.922 -2.708 -0.327
H -0.976 -0.679 0.696
H -2.457 -3.421 1.128
H -2.727 -3.092 -0.601
H -4.020 0.494 1.359
H -5.936 0.420 -1.020
H -6.290 -0.177 0.602
H -7.266 2.081 0.253
H -6.046 2.105 1.528
H -5.617 2.952 -1.372
H -5.741 4.037 0.015
H -3.712 3.030 1.009
H -3.365 3.637 -0.613
H -3.627 1.357 -1.545
H -2.385 1.384 -0.289
H 0.400 1.102 0.891
H 2.700 2.050 0.752

(b)
43
Properties=species:S:1:pos:R:3 method="wB97M-V/def2-TZVPD" charge=0 e_homo_ev=-8.7 gap_ev=9.167 e_lumo_ev=0.470 smiles="CC(=O)c1cccc(N(CC(=O)N2CCOCC2)S(C)(=O)=O)c1"
C -2.182 -2.347 -0.703
C -1.191 -3.309 -0.100
O -1.479 -4.458 0.151
C 0.183 -2.785 0.129
C 1.243 -3.687 0.121
C 2.536 -3.225 0.286
C 2.785 -1.878 0.469
C 1.730 -0.961 0.493
N 2.007 0.390 0.714
C 0.928 1.306 0.976
C 0.073 1.551 -0.267
O 0.443 1.193 -1.370
N -1.096 2.205 -0.084
C -1.667 2.583 1.187
C -2.650 1.474 1.629
O -3.025 0.682 0.523
C -3.350 1.466 -0.603
C -2.089 2.186 -1.142
S 3.404 1.080 0.055
C 3.407 0.620 -1.688
O 4.551 0.497 0.684
O 3.241 2.498 0.189
C 0.430 -1.429 0.325
H -2.499 -1.616 0.039
H -1.729 -1.812 -1.535
H -3.056 -2.896 -1.043
H 1.033 -4.736 -0.022
H 3.362 -3.920 0.279
H 3.790 -1.521 0.618
H 0.332 0.914 1.804
H 1.397 2.249 1.268
H -2.206 3.524 1.030
H -0.896 2.757 1.933
H -2.189 0.783 2.338
H -3.540 1.919 2.097
H -3.751 0.774 -1.344
H -4.130 2.193 -0.338
H -2.326 3.208 -1.452
H -1.651 1.650 -1.985
H 4.189 1.199 -2.162
H 3.608 -0.440 -1.760
H 2.432 0.871 -2.087
H -0.405 -0.749 0.349

Which structure wins on stability? (a) wins.

(a)
81
Properties=species:S:1:pos:R:3 method="wB97M-V/def2-TZVPD" s_squared=3.77 charge=+2 e_homo_ev="-13.4 / -13.7" gap_ev="8.306 / 6.178" e_lumo_ev="-5.079 / -7.531" multiplicity=4
Re 0.308 -1.391 0.722
C 2.035 -2.379 1.378
C 1.595 -1.381 2.329
C -0.125 -2.928 2.049
C 1.001 -3.374 1.311
C 0.205 -1.691 2.703
C 3.406 -2.507 0.798
H 3.961 -1.578 0.918
H 3.347 -2.757 -0.282
H 3.936 -3.329 1.307
C 1.218 -4.757 0.725
H 2.229 -4.840 0.272
H 0.475 -4.965 -0.055
H 1.121 -5.555 1.493
C -1.330 -3.767 2.343
H -1.078 -4.743 2.791
H -1.896 -3.982 1.431
H -1.976 -3.245 3.032
C -0.721 -0.948 3.605
H -0.753 -1.534 4.550
H -1.751 -0.882 3.181
H -0.319 0.048 3.800
C 2.475 -0.484 3.101
H 2.950 -1.067 3.908
H 1.931 0.351 3.566
H 3.289 -0.087 2.480
C 1.208 -0.188 -1.770
C 2.228 0.092 -0.919
C 2.457 1.316 -0.044
C 1.344 1.776 0.872
C 0.015 0.995 0.861
C -1.153 1.538 -0.015
C -1.178 1.013 -1.521
C 0.100 0.687 -2.253
H 2.669 2.099 -0.772
H 1.205 2.863 0.705
H 3.389 1.167 0.519
H 0.619 1.617 -2.591
H 1.272 -1.173 -2.293
H 3.071 -0.641 -0.888
H -0.225 0.191 -3.179
H -1.814 0.109 -1.499
H -2.054 1.049 0.421
H -1.746 1.743 -2.122
H 1.734 1.677 1.899
H -0.367 0.970 1.914
P 0.876 3.499 -1.525
C 0.925 3.992 -3.320
C 1.953 4.859 -0.913
P -1.481 3.214 0.312
C -0.789 4.162 -1.078
C -0.871 3.904 1.852
C -3.278 3.428 0.324
H 0.164 3.460 -3.895
H 1.899 3.723 -3.751
H 0.770 5.073 -3.439
H 1.669 5.821 -1.368
H 3.000 4.638 -1.173
H 1.908 4.945 0.177
H -3.540 4.396 -0.133
H -3.622 3.385 1.356
H -3.773 2.617 -0.244
H -1.479 4.107 -1.973
H -0.718 5.252 -0.796
H -1.551 3.556 2.657
H -0.888 4.997 1.787
H 0.148 3.566 2.118
C -3.529 -1.909 -1.671
Si -1.843 -2.729 -1.649
C -1.987 -4.549 -1.151
C -1.017 -2.659 -3.353
O -0.927 -1.868 -0.592
H -4.230 -2.614 -2.178
H -3.512 -0.948 -2.229
H -3.884 -1.722 -0.634
H -2.449 -5.065 -2.026
H -0.994 -5.000 -0.951
H -2.651 -4.671 -0.268
H -1.062 -1.639 -3.776
H 0.037 -2.989 -3.278
H -1.583 -3.358 -4.000

(b)
81
Properties=species:S:1:pos:R:3 method="wB97M-V/def2-TZVPD" s_squared=3.77 charge=+2 e_homo_ev="-12.7 / -13.2" gap_ev="5.525 / 4.420" e_lumo_ev="-7.205 / -8.786" multiplicity=4
Re 1.292 1.359 -0.308
C 0.447 0.079 1.255
C 1.303 1.112 1.762
C -0.544 2.107 0.729
C -0.717 0.696 0.699
C 0.682 2.393 1.436
C 0.692 -1.390 1.327
H 1.445 -1.622 2.090
H 1.081 -1.725 0.357
H -0.235 -1.950 1.513
C -1.948 -0.039 0.298
H -2.038 -0.979 0.860
H -1.883 -0.297 -0.762
H -2.879 0.532 0.426
C -1.541 3.128 0.275
H -2.559 2.778 0.521
H -1.501 3.336 -0.809
H -1.384 4.076 0.797
C 1.004 3.708 2.082
H 0.115 4.059 2.639
H 1.251 4.463 1.323
H 1.842 3.618 2.782
C 2.526 0.903 2.585
H 2.296 0.840 3.658
H 3.221 1.732 2.442
H 3.006 -0.035 2.296
C 1.469 -4.093 -2.468
C 2.094 -4.053 -1.293
C 3.566 -4.402 -1.124
C 4.471 -3.168 -1.341
C 3.929 -2.359 -2.485
C 3.949 -2.798 -3.764
C 3.471 -4.170 -4.198
C 2.059 -4.657 -3.721
H 3.795 -5.183 -1.857
H 5.529 -3.464 -1.503
H 3.763 -4.807 -0.124
H 2.182 -5.751 -3.622
H 0.432 -3.759 -2.593
H 1.586 -3.656 -0.406
H 1.351 -4.421 -4.536
H 3.468 -4.163 -5.304
H 4.226 -2.178 -4.621
H 4.183 -4.953 -3.867
H 4.458 -2.562 -0.413
H 3.274 -1.492 -2.229
P 3.244 0.657 -1.495
C 4.617 0.515 -2.899
C 4.638 0.517 -0.240
P 2.475 3.183 -0.705
C 3.055 2.370 -2.215
C 3.981 3.871 0.170
C 1.970 4.747 -1.410
H 4.219 0.819 -3.886
H 5.044 -0.500 -2.969
H 5.401 1.242 -2.628
H 5.579 0.920 -0.633
H 4.774 -0.563 -0.078
H 4.436 0.979 0.732
H 2.455 4.885 -2.388
H 2.267 5.572 -0.754
H 0.882 4.748 -1.505
H 2.399 2.347 -3.100
H 4.011 2.813 -2.483
H 3.610 4.612 0.908
H 4.603 4.424 -0.566
H 4.575 3.093 0.670
C -0.542 1.950 -4.688
Si -0.784 0.894 -3.172
C -2.545 1.302 -2.647
C -0.876 -0.968 -3.362
O 0.418 1.232 -2.149
H -1.381 1.769 -5.372
H 0.393 1.720 -5.202
H -0.542 3.011 -4.415
H -3.019 1.763 -3.526
H -3.124 0.396 -2.424
H -2.654 1.993 -1.808
H 0.104 -1.454 -3.358
H -1.485 -1.414 -2.567
H -1.372 -1.151 -4.321

Which structure wins on stability? (a) wins.

(a)
21
Properties=species:S:1:pos:R:3 method="wB97M-V/def2-TZVPD" charge=-1 e_homo_ev=-2.3 gap_ev=6.272 e_lumo_ev=3.927
C -1.678 1.348 -0.788
O -1.499 0.153 -1.396
C -2.497 1.229 0.486
H -2.092 2.160 -1.450
H -0.704 1.826 -0.458
H -2.799 2.198 0.913
H -1.873 0.663 1.177
H -3.424 0.671 0.310
C 1.048 -1.621 -1.550
C 0.926 -0.562 -0.449
N 1.658 -1.054 0.721
C 1.526 -0.157 1.849
H 0.339 -1.357 -2.332
H 0.905 -2.623 -1.121
H 2.028 -1.681 -2.043
H -0.124 -0.615 -0.176
H 1.230 0.414 -0.829
H 2.635 -1.278 0.567
H 2.127 -0.401 2.730
H 1.803 0.898 1.684
H 0.465 -0.209 2.154

(b)
21
Properties=species:S:1:pos:R:3 method="wB97M-V/def2-TZVPD" charge=-1 e_homo_ev=-2.7 gap_ev=6.860 e_lumo_ev=4.195
C 0.035 -0.930 2.310
O -0.272 -0.420 1.045
C -1.280 -1.127 3.129
H 0.777 -0.330 2.960
H 0.476 -1.957 2.236
H -1.089 -1.434 4.172
H -1.794 -1.928 2.587
H -1.779 -0.158 3.087
C 1.111 -0.515 -1.406
C -0.010 0.474 -1.630
C 0.068 1.832 -0.928
N -0.185 0.805 -3.062
H 1.196 -0.712 -0.284
H 0.814 -1.456 -1.930
H 2.073 -0.157 -1.861
H -0.949 -0.012 -1.257
H -0.843 2.428 -1.156
H 0.012 1.623 0.168
H 1.070 2.351 -1.184
H 0.136 0.010 -3.644
H 0.435 1.613 -3.352

(c)
21
Properties=species:S:1:pos:R:3 method="wB97M-V/def2-TZVPD" charge=-1 e_homo_ev=-2.8 gap_ev=7.037 e_lumo_ev=4.268
N -0.708 -1.092 -2.724
C -0.994 0.199 -1.935
O -0.133 0.513 -0.968
H 0.061 -0.878 -3.401
H -0.269 -1.711 -2.029
H -1.033 0.966 -2.749
H -2.048 0.069 -1.636
C -0.346 1.802 1.626
C 1.176 -1.577 0.934
C 0.214 -0.592 1.587
C 0.803 0.823 1.596
H -0.919 1.798 0.670
H -0.053 2.807 1.855
H -1.099 1.574 2.408
H 0.819 -2.630 0.910
H 2.133 -1.636 1.430
H 1.323 -1.249 -0.096
H -0.088 -0.943 2.560
H -0.733 -0.553 0.922
H 1.479 1.016 2.464
H 1.338 0.977 0.654

Which structure wins on stability? (c) wins.